Record 1
This record from OMol25 describes an isolated molecule of C2H3N3O. The level of theory is wB97M-V/def2-TZVPD.

Last column: Löwdin charge in e.
Positions of all 9 atoms, in Å:
O  -0.483  0.956  -1.693  0.031
C  -0.319  0.461  -0.433  -0.395
C  0.632  -0.543  -0.004  -0.196
N  0.735  -0.817  1.242  0.063
N  -1.064  0.981  1.755  0.247
N  -0.915  0.980  0.622  -0.026
H  -1.234  0.516  -2.116  0.108
H  1.217  -1.004  -0.807  0.122
H  1.432  -1.529  1.434  0.046

Values from the calculation:
Highest occupied orbital energy = -8.3 eV
Total energy = -8637.562 eV
Energy above the lowest of the compared OMol25 structures with the same formula, charge and spin = 67.6 kcal/mol

=====

Record 2
This record from OMol25 describes a cluster of 2 separate species, C2H3N3O in total. The level of theory is wB97M-V/def2-TZVPD.

Last column: Löwdin charge in e.
Positions of all 9 atoms, in Å:
C  0.325  -0.608  0.027  -0.456
C  -0.905  -0.390  -0.611  -0.084
H  1.597  -1.981  0.903  0.318
H  -1.449  -0.976  -1.418  0.124
H  1.483  0.846  1.227  0.174
N  -1.305  0.917  -0.285  -0.039
N  -0.390  1.533  0.432  -0.021
N  0.640  0.576  0.646  0.031
O  1.154  -1.636  -0.345  -0.046

Values from the calculation:
Highest occupied orbital energy = -9.3 eV
Total energy = -8636.537 eV
Energy above the lowest of the compared OMol25 structures with the same formula, charge and spin = 91.3 kcal/mol

=====

Record 3
This record from OMol25 describes a cluster of 2 separate species, C2H3N3O in total. The level of theory is wB97M-V/def2-TZVPD.

Last column: Löwdin charge in e.
Positions of all 9 atoms, in Å:
C  1.296  -0.646  0.062  -0.259
C  -2.040  0.656  0.397  -0.247
N  2.133  0.070  0.647  0.096
N  1.723  0.370  -0.837  -0.005
N  -1.928  0.369  -0.783  0.227
O  -1.531  -0.603  0.461  -0.089
H  0.462  -1.320  0.330  0.105
H  -2.427  1.262  1.183  0.130
H  2.312  -0.156  -1.460  0.041

Values from the calculation:
Highest occupied orbital energy = -9.5 eV
Total energy = -8632.808 eV
Energy above the lowest of the compared OMol25 structures with the same formula, charge and spin = 177.3 kcal/mol

=====

Record 4
This record from OMol25 describes a cluster of 2 separate species, C2H3N3O2 in total. The level of theory is wB97M-V/def2-TZVPD.

Last column: Löwdin charge in e.
Positions of all 10 atoms, in Å:
N  0.976  0.192  1.644  0.127
C  0.363  0.133  0.428  -0.509
N  -0.133  1.517  0.117  0.021
O  -0.851  1.564  -0.835  0.009
C  -1.463  -0.524  -2.730  -0.037
O  -2.360  -0.919  -2.152  -0.008
N  0.167  -0.818  -0.380  0.140
H  1.582  -0.557  1.938  0.102
H  1.161  1.111  2.018  0.090
H  0.559  -1.698  -0.048  0.065

Values from the calculation:
Highest occupied orbital energy = -9.6 eV
Total energy = -10684.901 eV
Energy above the lowest of the compared OMol25 structures with the same formula, charge and spin = 82.0 kcal/mol

=====

Record 5
This record from OMol25 describes an isolated molecule of C2H3N3O2. The level of theory is wB97M-V/def2-TZVPD.

Last column: Löwdin charge in e.
Positions of all 10 atoms, in Å:
C  -1.142  0.074  -0.129  -0.488
C  1.493  -0.020  0.107  -0.241
H  -0.800  -1.918  0.521  0.167
H  2.570  -0.172  0.107  0.136
H  -0.895  2.031  -0.277  0.147
N  -0.471  -1.198  -0.144  0.071
N  1.106  1.183  0.005  0.119
N  -0.371  1.184  -0.116  0.078
O  -2.378  0.008  0.074  0.028
O  0.888  -1.173  -0.149  -0.017

Values from the calculation:
Highest occupied orbital energy = -9.5 eV
Total energy = -10684.900 eV
Energy above the lowest of the compared OMol25 structures with the same formula, charge and spin = 82.0 kcal/mol

=====

Record 6
This record from OMol25 describes an isolated molecule of C2H3N3O2. The level of theory is wB97M-V/def2-TZVPD.

Last column: Löwdin charge in e.
Positions of all 10 atoms, in Å:
C  -1.522  -0.321  0.116  -0.018
C  1.914  0.003  -0.062  -0.511
H  -1.961  -1.126  -0.455  0.079
H  -2.294  0.502  0.086  0.112
H  -1.412  -0.624  1.194  0.106
N  -0.230  0.086  -0.425  -0.180
N  0.197  1.326  -0.153  0.059
N  1.429  1.353  -0.036  0.119
O  3.038  -0.416  0.036  0.121
O  0.840  -0.784  -0.301  0.112

Values from the calculation:
Highest occupied orbital energy = -10.4 eV
Total energy = -10685.062 eV
Energy above the lowest of the compared OMol25 structures with the same formula, charge and spin = 78.3 kcal/mol

=====

Record 7
This record from OMol25 describes an isolated molecule of C2H3N3O2. The level of theory is wB97M-V/def2-TZVPD.

Last column: Löwdin charge in e.
Positions of all 10 atoms, in Å:
C  -1.353  1.057  -0.023  0.093
C  -0.583  -0.163  -0.089  -0.592
N  -2.091  1.959  -0.200  0.316
N  0.409  0.269  -0.812  0.076
N  1.788  -1.473  0.102  0.003
O  -0.777  -1.107  0.697  -0.021
O  1.414  -0.680  -1.052  -0.170
H  -2.385  2.902  0.028  0.136
H  0.934  -1.645  0.654  0.038
H  2.644  -1.119  0.695  0.122

Values from the calculation:
Highest occupied orbital energy = -8.6 eV
Total energy = -10681.520 eV
Energy above the lowest of the compared OMol25 structures with the same formula, charge and spin = 160.0 kcal/mol

=====

Record 8
This record from OMol25 describes a structure of composition C2H3N3O2. The level of theory is wB97M-V/def2-TZVPD.

Last column: Löwdin charge in e.
Positions of all 10 atoms, in Å:
N  -1.535  -0.382  -0.302  0.198
C  -0.906  -1.029  0.674  -0.694
N  -1.020  -1.894  1.598  0.256
O  0.329  -0.963  1.086  -0.002
C  1.996  1.046  -0.834  -0.364
O  2.945  0.765  -1.451  0.175
N  0.959  1.406  -0.291  0.150
H  -1.050  0.384  -0.753  0.086
H  -2.532  -0.480  -0.404  0.118
H  0.816  1.147  0.679  0.075

Values from the calculation:
Highest occupied orbital energy = -9.7 eV
Total energy = -10685.005 eV
Energy above the lowest of the compared OMol25 structures with the same formula, charge and spin = 79.6 kcal/mol

=====

Record 9
This record from OMol25 describes an isolated molecule of C2H3N3O2. The level of theory is wB97M-V/def2-TZVPD.

Last column: Löwdin charge in e.
Positions of all 10 atoms, in Å:
C  -0.538  1.158  -0.033  -0.192
C  1.190  -0.089  0.112  -0.541
H  -2.249  -1.431  -0.363  0.119
H  -2.377  -0.580  1.153  0.145
H  -1.173  1.995  0.223  0.145
N  -2.204  -0.500  0.092  0.078
N  -1.017  -0.042  -0.360  -0.131
N  0.694  1.250  0.037  0.187
O  2.310  -0.598  -0.003  0.088
O  0.137  -0.822  0.020  0.102

Values from the calculation:
Highest occupied orbital energy = -10.3 eV
Total energy = -10684.745 eV
Energy above the lowest of the compared OMol25 structures with the same formula, charge and spin = 85.6 kcal/mol

=====

Record 10
This record from OMol25 describes a cluster of 2 separate species, C2H3N3O2 in total. The level of theory is wB97M-V/def2-TZVPD.

Last column: Löwdin charge in e.
Positions of all 10 atoms, in Å:
C  -0.549  0.267  1.546  0.121
C  0.331  -1.888  -0.048  -0.470
N  -0.694  1.022  0.631  -0.074
N  1.253  -1.360  -0.547  0.201
N  -0.346  1.938  -0.148  -0.008
O  -0.630  -2.416  0.382  0.114
O  0.072  1.352  -1.394  -0.060
H  -1.152  -0.378  1.992  0.013
H  1.828  -0.513  -0.363  0.120
H  -0.113  1.975  -2.050  0.043

Values from the calculation:
Highest occupied orbital energy = -8.9 eV
Total energy = -10682.777 eV
Energy above the lowest of the compared OMol25 structures with the same formula, charge and spin = 131.0 kcal/mol

=====

Record 11
This record from OMol25 describes a structure of composition C2H3N3O2. The level of theory is wB97M-V/def2-TZVPD.

Last column: Löwdin charge in e.
Positions of all 10 atoms, in Å:
N  -1.529  -0.634  -0.322  0.195
C  -0.984  -1.039  0.828  -0.686
N  -1.208  -1.542  1.972  0.265
O  0.260  -1.048  1.226  -0.007
C  2.017  1.359  -0.997  -0.367
O  2.935  1.603  -1.675  0.167
N  0.984  1.168  -0.378  0.163
H  -0.962  0.007  -0.871  0.088
H  -2.531  -0.508  -0.345  0.119
H  0.969  0.695  0.522  0.063

Values from the calculation:
Highest occupied orbital energy = -9.8 eV
Total energy = -10685.055 eV
Energy above the lowest of the compared OMol25 structures with the same formula, charge and spin = 78.5 kcal/mol

=====

Record 12
This record from OMol25 describes an isolated molecule of C2H3N3O2. The level of theory is wB97M-V/def2-TZVPD.

Last column: Löwdin charge in e.
Positions of all 10 atoms, in Å:
C  0.763  -0.445  -0.070  -0.474
C  -1.399  -0.346  -0.072  -0.474
H  2.090  -1.638  0.397  0.105
H  1.088  1.200  0.529  0.125
H  -1.292  1.770  -0.468  0.168
N  2.025  -0.598  0.085  0.143
N  0.487  0.931  -0.226  0.030
N  -0.861  0.975  0.039  0.067
O  -2.545  -0.673  0.136  0.134
O  -0.358  -1.175  -0.351  0.176

Values from the calculation:
Highest occupied orbital energy = -9.6 eV
Total energy = -10686.195 eV
Energy above the lowest of the compared OMol25 structures with the same formula, charge and spin = 52.2 kcal/mol